C2H14O4S | the ωB97M-V functional and the def2-TZVPD basis

Summary:
SMILES string = CSC.O.O.O.O
F_max = 3.64 eV/Å
LUMO energy = 0.5 eV

Structure (ORCA input):
```
! RIJCOSX wB97M-V def2-TZVPD def2/J DEFGRID3
* xyz 0 1
C -0.6003 1.0165 -2.7883
S 0.7559 0.8269 -1.5066
C 0.4278 2.4381 -0.7539
H -0.0932 1.5471 -3.6274
H -1.4561 1.2704 -2.1950
H -0.8476 -0.0011 -3.2676
H 1.3479 2.9388 -0.4412
H -0.1304 3.0778 -1.4532
H -0.1761 2.3268 0.1728
O 1.7215 -0.9429 1.0358
H 2.1853 -1.7870 1.0513
H 1.7429 -0.5548 0.1527
O -0.5703 -2.4071 2.3743
H -0.3448 -1.5514 2.7719
H -0.8363 -2.0663 1.5077
O -0.5608 -2.6620 -0.7088
H -0.1700 -3.3396 -0.1428
H 0.1588 -2.4454 -1.3103
O -1.0556 0.4634 3.1608
H -0.1051 0.6008 3.2433
H -1.3935 1.2509 2.7246
*
```



C2H14O6 | the ωB97M-V functional and the def2-TZVPD basis

Summary:
SMILES string = OCCO.O.O.O.O
F_max = 2.45 eV/Å
LUMO energy = 0.2 eV

Structure (ORCA input):
```
! RIJCOSX wB97M-V def2-TZVPD def2/J DEFGRID3
* xyz 0 1
O 2.4158 -0.1108 -1.7458
C 1.8318 0.3402 -0.5738
C 1.2918 -0.7558 0.3992
O 0.9618 -0.3398 1.7092
H 1.9038 -0.8028 -2.2048
H 2.5258 1.0122 0.0112
H 0.9248 0.8912 -0.7768
H 1.9908 -1.5638 0.4772
H 0.3668 -1.2188 -0.0598
H 0.5098 0.5012 1.5682
O -1.6662 0.4992 -0.5358
H -1.4412 1.3422 -0.1368
H -1.8452 -0.0628 0.2382
O 0.0138 2.3002 1.4252
H 0.0308 2.8242 2.2112
H 0.3848 2.7922 0.7242
O -1.9972 -1.3768 1.5652
H -1.2812 -1.7528 2.0382
H -2.6652 -2.0498 1.5532
O -1.6932 -0.8248 -2.9068
H -0.8162 -1.2218 -2.9448
H -1.7462 -0.4228 -2.0358
*
```



C2H15CdO7 | the ωB97M-V functional and the def2-TZVPD basis

Summary:
F_max = 3.98 eV/Å
LUMO energy = 2.3 eV

Structure (ORCA input):
```
! RIJCOSX wB97M-V def2-TZVPD def2/J DEFGRID3
* xyz -1 1
Cd 0.0185 -0.6606 0.2802
C 0.2547 3.0599 -0.8983
C -0.6311 1.9771 -1.5264
O -1.1103 1.0170 -0.6210
H 0.0438 3.9736 -1.4540
H 1.2886 2.7180 -0.8504
H 0.0447 3.1996 0.1621
H -0.0274 1.6127 -2.3576
H -1.4224 2.5321 -2.0302
O -1.0763 -2.1159 -0.6670
H -0.4498 -2.8477 -0.8298
O -0.9450 -0.6770 2.0181
H -1.0075 -0.2446 2.8919
O 1.2941 -0.8033 -1.6024
H 2.2428 -0.8929 -1.6924
H 0.9348 -1.3165 -2.3261
O -3.3383 -1.6599 1.2245
H -3.8975 -1.6373 2.0011
H -2.5134 -1.2680 1.5113
O 1.7050 0.5685 0.9977
H 2.1324 0.2180 1.7792
H 2.3496 1.1665 0.6194
O 1.2348 -2.2874 1.0229
H 1.9071 -2.4935 1.6723
H 0.9680 -3.1384 0.6753
*
```



C2H15NO4 | the ωB97M-V functional and the def2-TZVPD basis

Summary:
F_max = 3.01 eV/Å
LUMO energy = 0.4 eV

Structure (ORCA input):
```
! RIJCOSX wB97M-V def2-TZVPD def2/J DEFGRID3
* xyz 0 1
H 0.5010 -0.4155 0.7620
O 1.5129 -0.8357 0.2437
N -0.5755 0.2156 1.1313
H 2.1783 -0.3248 0.7431
H -0.6964 0.0102 2.1162
C -1.5318 -0.7002 0.3704
H -1.1963 -1.7242 0.3754
H -2.5906 -0.5953 0.6399
H -1.5484 -0.1775 -0.5988
C -0.5568 1.6242 0.7724
H -1.4658 2.0823 0.3829
H -0.4130 2.2164 1.6986
H 0.2708 1.9204 0.1236
O 0.7915 -0.1931 -2.2729
H 0.9913 -0.2248 -1.2905
H 0.7592 -1.1406 -2.4698
O 1.2753 -0.7636 3.2777
H 2.0328 -0.3433 2.8458
H 1.2117 -1.5967 2.7806
O -1.3694 0.8487 -3.3809
H -0.6633 0.6206 -3.9938
H -0.8232 0.8950 -2.5811
*
```



C2H15NO4 | the ωB97M-V functional and the def2-TZVPD basis

Summary:
SMILES string = CCN.O.O.O.O
F_max = 4.28 eV/Å
LUMO energy = 0.4 eV

Structure (ORCA input):
```
! RIJCOSX wB97M-V def2-TZVPD def2/J DEFGRID3
* xyz 0 1
C -1.9037 2.4249 -1.2374
C -0.6018 1.9790 -1.8450
N -0.3956 0.6371 -1.5040
H -2.8322 1.8289 -1.6483
H -2.2112 3.4861 -1.2147
H -1.8868 2.1345 -0.2500
H 0.0965 2.6459 -1.2806
H -0.4365 2.2112 -2.8503
H 0.6298 0.4401 -1.5954
H -1.0242 0.1216 -2.1327
O 2.3343 -0.6871 3.0491
H 1.4839 -0.2132 3.2017
H 2.3005 -0.7723 2.0980
O 0.2053 -3.2899 1.6206
H -0.3437 -2.4963 1.7294
H 0.0915 -3.5582 2.4875
O 1.7221 -2.4261 -0.9501
H 0.8691 -2.5605 -0.4036
H 2.3781 -2.3231 -0.2680
O 0.2203 0.0035 1.1847
H -0.6752 0.2440 1.6003
H -0.0207 0.1698 0.2088
*
```



C2H15NO4 | the ωB97M-V functional and the def2-TZVPD basis

Summary:
SMILES string = CNC.O.O.O.O
F_max = 1.40 eV/Å
LUMO energy = 0.3 eV

Structure (ORCA input):
```
! RIJCOSX wB97M-V def2-TZVPD def2/J DEFGRID3
* xyz 0 1
C 2.2685 -0.3520 -1.5318
N 1.4724 0.6799 -0.9072
C 0.1757 0.9306 -1.5529
H 1.9274 -1.3457 -1.2075
H 2.0416 -0.4315 -2.6106
H 3.3414 -0.1934 -1.4293
H 1.9521 1.5347 -0.6835
H 0.3057 1.5306 -2.4732
H -0.5298 1.5707 -0.9907
H -0.3081 -0.0397 -1.6995
O -0.2410 0.4130 1.6347
H -1.1620 0.5542 1.3968
H 0.1061 0.2702 0.7299
O -1.9455 -2.2168 3.2334
H -1.1911 -1.6732 2.9769
H -1.6722 -3.0647 2.8715
O -1.5961 -2.1720 -0.8469
H -1.4563 -2.7643 -0.0795
H -1.2547 -2.6192 -1.6146
O -0.9166 3.4575 1.4324
H -0.0967 3.3818 1.9158
H -1.2210 2.5491 1.4359
*
```



C2H16Cd2O7 | the ωB97M-V functional and the def2-TZVPD basis

Summary:
F_max = 4.45 eV/Å
LUMO energy = -10.9 eV

Structure (ORCA input):
```
! RIJCOSX wB97M-V def2-TZVPD def2/J DEFGRID3
* xyz 2 1
Cd 2.4153 -0.5025 -1.9408
Cd 1.8718 -2.4276 0.3505
O 2.8948 -2.2977 -1.3260
H 3.4463 -2.9384 -1.8158
O 1.1800 -0.6342 -0.3097
H 0.6212 0.1069 -0.0044
O -0.0392 -2.0924 -2.8177
H 0.3228 -2.9147 -3.1479
H -0.1888 -2.2530 -1.8860
O -0.6055 2.6415 1.6001
H -1.2768 2.2576 1.0360
H -0.1690 1.8892 1.9998
O 3.8885 -1.3383 1.2139
H 4.0355 -1.3308 0.2681
H 3.8741 -0.4139 1.4619
O 1.9309 1.1425 2.3971
H 2.2575 1.8020 3.0092
H 1.8069 1.6179 1.5756
C -3.8307 1.5053 0.0230
C -2.9732 0.3230 -0.3878
O -1.6888 0.8052 -0.2266
H -3.6984 2.3636 -0.6356
H -3.6532 1.6479 1.0890
H -4.8873 1.2892 -0.1355
H -3.0554 0.1685 -1.4636
H -3.4318 -0.5341 0.1053
H -1.0476 0.1177 -0.0319
*
```



C2H16CdO7 | the ωB97M-V functional and the def2-TZVPD basis

Summary:
F_max = 1.46 eV/Å
LUMO energy = 0.1 eV

Structure (ORCA input):
```
! RIJCOSX wB97M-V def2-TZVPD def2/J DEFGRID3
* xyz 0 1
Cd 0.1003 0.2900 0.3366
C -3.0505 -0.6844 -0.5812
O -1.6880 -0.4536 -0.5626
H -3.4398 -0.8346 -1.6038
H -3.3434 -1.5766 -0.0022
H -3.6369 0.1681 -0.1859
C 2.9970 1.6234 0.6943
O 1.9321 0.9713 1.2508
H 3.3688 2.4486 1.3300
H 3.8877 0.9752 0.5429
H 2.7679 2.0670 -0.3037
O -0.7369 0.1228 2.3909
H -1.3478 -0.5283 2.7426
H -0.4126 0.6385 3.1334
O 0.7916 -1.8972 0.7429
H 0.5548 -2.7221 0.3016
H 1.4857 -2.0930 1.3758
O -0.6134 -2.7593 -1.6138
H -0.5571 -2.3934 -2.4980
H -0.9744 -2.0149 -1.0721
O -0.5464 2.3557 -0.0321
H -0.1772 3.0422 -0.5924
H -1.4891 2.5365 0.0236
O 1.1329 0.0936 -1.6797
H 2.0899 0.1599 -1.6031
H 0.9047 0.4647 -2.5349
*
```



C2H16NO5 | the ωB97M-V functional and the def2-TZVPD basis

Summary:
F_max = 2.20 eV/Å
LUMO energy = -3.8 eV

Structure (ORCA input):
```
! RIJCOSX wB97M-V def2-TZVPD def2/J DEFGRID3
* xyz 1 1
C 0.0934 -1.0212 -2.0665
C -1.6140 0.3936 -0.9215
N -0.6533 -0.4275 -0.9662
H -0.4692 -1.4777 -2.8852
H 0.7936 -1.6769 -1.5640
H 0.5894 -0.3099 -2.7350
H -2.0967 1.0811 -1.5979
H -2.1373 0.3434 0.0209
H -0.4108 -0.8824 -0.0866
H 1.4791 -1.5842 2.4476
H 2.1319 -1.2445 1.0985
O 1.4191 -1.7445 1.5008
H 0.5797 2.2412 -3.2205
H -0.6703 2.3637 -2.3770
O 0.2409 2.0553 -2.3368
H -0.2120 2.3451 0.6048
H -0.8006 2.1030 1.9737
O -0.8724 1.8233 1.0533
H -0.7573 -2.5260 1.5100
H -2.0507 -2.2078 1.9193
O -1.5854 -2.2583 1.0674
H 2.4483 1.8107 2.0825
H 3.2184 0.5224 1.8760
O 2.3200 0.8663 1.9529
*
```



C2H16O5 | the ωB97M-V functional and the def2-TZVPD basis

Summary:
SMILES string = CC.O.O.O.O.O
F_max = 3.19 eV/Å
LUMO energy = 0.2 eV

Structure (ORCA input):
```
! RIJCOSX wB97M-V def2-TZVPD def2/J DEFGRID3
* xyz 0 1
C 0.5907 -1.7060 1.2481
C -0.1339 -1.0432 0.0545
H 1.4565 -2.3256 0.9939
H 0.7195 -0.8780 1.9537
H -0.1518 -2.3747 1.7103
H 0.2410 -0.0289 -0.0230
H -1.1150 -0.8479 0.4891
H -0.2899 -1.4778 -0.9548
O -2.1915 -3.6089 0.4283
H -2.0259 -2.8528 -0.1626
H -3.0667 -3.8841 0.0911
O 1.0217 0.6804 -4.1576
H 1.1201 1.4027 -3.5274
H 1.3292 0.9686 -5.0175
O -2.6911 -0.1211 2.8115
H -3.1130 0.5485 3.3597
H -2.1796 0.4484 2.2320
O 2.8666 2.7494 -1.1426
H 3.3318 2.0482 -1.7402
H 1.9542 2.5345 -1.3530
O 0.4060 3.3419 0.8284
H 1.1774 3.9022 0.6654
H 0.7437 2.5241 1.2129
*
```